Below is C29H79LiN4O13 as an isolated structure, with properties calculated with the ωB97M-V functional and the def2-TZVPD basis.

Computed properties:
Gap between HOMO and LUMO, eV: 7.96
ΔE to the lowest compared entry with this formula, charge and spin, kJ/mol: 0.0
HOMO level, eV: -8.19
Largest force on an atom, eV/Å: 12.00

Atoms and positions in Å:
Li -0.4035 -2.1878 0.2274
C 1.1445 -0.9398 -1.0526
O -0.0865 -1.3198 -1.6456
H 0.8015 -0.1628 -0.4126
H 1.8185 -0.4848 -1.8536
H 1.5485 -1.7958 -0.5676
C 2.5525 0.8222 -3.3056
O 3.3535 1.7372 -4.1266
H 3.0745 0.3572 -2.5906
H 1.9325 0.1542 -3.8456
H 1.7985 1.3402 -2.8906
H 3.9375 2.1622 -3.5576
C 1.1125 -1.5008 -5.1076
O 1.2655 -2.2318 -3.8756
H 0.0235 -1.1548 -5.2666
H 1.3465 -2.1918 -5.9836
H 1.7765 -0.6348 -5.2296
H 0.9895 -1.7298 -3.1366
C -1.7245 1.3232 -3.0306
O -0.6395 1.2612 -2.2206
H -1.7675 0.7062 -3.7316
H -1.7235 2.3542 -3.4616
H -2.5265 1.3802 -2.3686
H -0.3695 0.3342 -2.1866
C -1.9105 -3.1328 -4.0846
O -2.1975 -1.8518 -3.5116
H -0.9255 -3.4128 -3.6976
H -1.8845 -3.0598 -5.1626
H -2.6455 -4.0118 -3.8236
H -1.5775 -1.5608 -2.8666
C 0.9345 1.2122 0.9154
O 0.3315 2.2502 1.7304
C -1.0725 2.3822 1.3464
C -1.6755 3.4422 2.2364
N -3.1475 3.7962 1.8304
C -3.8735 4.5972 2.6724
C -4.9875 5.4052 1.8734
O -5.7385 6.1442 2.8164
C -6.8025 6.8612 2.1704
H 1.7885 0.7512 1.3484
H 1.3015 1.1542 -0.1676
H 0.2675 0.3332 0.8674
H -1.5655 1.4282 1.4984
H -1.3195 2.8682 0.4984
H -1.2925 4.2742 2.0214
H -1.4715 3.1562 3.3004
H -3.5455 3.0162 1.3264
H -3.1325 5.3432 3.1474
H -4.2675 3.9512 3.5094
H -5.7355 4.6412 1.4474
H -4.4225 6.0772 1.1654
H -7.2585 7.4522 2.9684
H -7.8145 6.3202 1.7644
H -6.3625 7.4192 1.5664
C 1.5795 -3.6428 2.1164
O 0.6175 -2.7148 1.8724
C -0.3015 -2.2908 3.0014
C -1.0605 -1.0228 2.6264
N -1.9365 -1.5308 1.5874
C -2.6865 -0.4148 0.9474
C -3.4965 -0.8478 -0.1926
O -4.3065 0.0942 -0.7796
C -5.1685 -0.3618 -1.7506
H 1.0545 -4.5208 2.4344
H 2.2805 -3.3008 2.7404
H 1.9775 -3.9468 1.2604
H 0.1735 -2.0998 4.0124
H -0.7705 -3.0438 3.1184
H -0.4455 -0.2168 2.1284
H -1.6645 -0.6408 3.5394
H -2.5945 -2.1278 2.0674
H -2.1185 0.3862 0.6784
H -3.4375 0.0552 1.5094
H -3.9085 -1.7048 0.0314
H -2.9805 -1.1888 -1.2296
H -5.2145 -1.6448 -1.6046
H -4.8605 -0.1318 -2.8386
H -6.1095 -0.0748 -1.5256
C -2.1575 3.6332 8.8114
O -2.0455 3.0672 7.4804
C -0.8155 2.3292 7.2124
C -0.9815 1.4102 6.0074
N 0.2575 0.7502 5.8314
C 0.4075 -0.0588 4.6074
C 1.8345 -0.5398 4.4224
O 1.9165 -1.2798 3.3254
C 3.1485 -1.5928 2.8114
H -1.4255 4.3172 8.7464
H -2.1545 2.7612 9.4364
H -3.0225 4.3572 8.7584
H -0.4515 1.6332 8.0504
H 0.0495 2.9352 7.2154
H -1.3475 2.1612 5.2724
H -1.7265 0.6102 6.1474
H 0.9665 1.3532 5.8804
H 0.0415 0.3802 3.6734
H -0.2345 -0.9708 4.6754
H 2.0925 -1.0518 5.3174
H 2.8235 0.1702 4.4674
H 3.5645 -2.4738 3.6054
H 3.9445 -0.8048 2.9334
H 3.1405 -2.1828 1.8424
C 4.9185 -1.0078 -0.3586
O 5.2875 -1.2228 -1.6786
C 4.5645 -2.2458 -2.2896
C 4.8675 -2.0768 -3.7776
N 4.1525 -3.0888 -4.5496
C 4.3215 -2.8768 -5.9766
C 3.6785 -3.9558 -6.8786
O 4.0275 -3.6818 -8.1516
C 3.1015 -2.8248 -8.8616
H 5.2375 -0.1368 0.1024
H 5.4545 -1.8228 0.1444
H 3.8845 -0.8688 -0.3116
H 3.6515 -2.2018 -2.1856
H 5.1905 -3.0248 -2.0256
H 5.8675 -2.1788 -3.9026
H 4.5755 -1.0548 -4.2346
H 3.2755 -2.9638 -4.1446
H 5.3385 -2.9408 -6.2316
H 4.0805 -1.9048 -6.1966
H 2.6165 -4.1338 -6.7036
H 4.1605 -4.9438 -6.6016
H 3.1165 -2.6808 -9.9286
H 2.8625 -1.8768 -8.3156
H 2.0945 -3.1118 -8.7116